(1)
Entry from OMol25: C26H39N3O7 in the gas phase (the ωB97M-V functional and the def2-TZVPD basis).

```
75
Properties=species:S:1:pos:R:3:forces:R:3
N -0.539937 -0.019228 0.825087 -0.3 -0.2 0.4
H -1.521281 0.027868 1.054826 0.1 0.1 -0.1
C -6.727885 0.258597 0.683038 0.4 0.0 -0.2
H 5.167966 -2.375804 -0.216978 0.0 0.1 0.0
H 4.668773 0.486659 -3.237205 0.0 0.1 0.0
C 5.491361 -0.652916 -1.551943 -0.1 0.0 0.0
H -7.609399 -0.374701 0.660039 -0.1 -0.1 0.0
H 4.673934 1.512073 1.378946 0.1 -0.1 0.0
C 3.757310 3.040765 0.196396 0.1 0.0 0.0
O 0.616227 -3.332423 1.969624 0.4 -0.3 0.2
H 3.260657 -1.473266 -3.163725 0.0 0.1 0.0
H 1.530209 -3.335114 1.584054 -0.2 0.0 0.0
O 1.030495 0.604469 -0.678495 0.3 0.0 -0.2
C 4.719604 -1.416302 -0.484025 0.3 -0.2 0.3
H 1.307530 -0.788790 1.285571 -0.1 0.0 0.1
H -0.944703 -2.208235 -0.786098 0.1 0.0 -0.1
H 2.661621 1.127988 2.754244 0.0 -0.1 0.1
C 1.197201 -2.611784 -1.090466 0.0 0.1 -0.2
H 4.113997 1.007226 -1.633288 0.0 0.0 0.0
H 0.209736 0.355937 3.295789 -0.1 0.0 -0.1
H 4.607500 -0.827433 0.432426 0.1 -0.1 0.0
C -5.206982 -1.722770 0.401735 0.1 0.3 -0.1
C -0.136795 -2.419336 1.223267 -0.1 0.5 -0.3
H 5.951131 -1.347900 -2.256180 0.0 0.0 0.0
C -0.735217 2.890616 -1.134875 0.0 -0.2 -0.3
N -2.496661 1.370609 -0.423517 0.1 0.4 0.1
C 0.263809 -0.957704 1.570791 0.1 -0.4 0.3
H -1.244193 0.986328 -2.024040 0.1 0.1 0.2
H 6.268766 -0.022086 -1.126736 0.1 0.0 0.0
C 2.609829 3.779142 -0.037135 -0.1 0.1 0.0
C -3.360830 0.357088 -0.682940 0.1 0.3 0.1
H -1.353093 3.419442 -1.874538 0.1 -0.1 0.1
C -0.089663 -2.646983 -0.283645 0.0 -0.2 0.2
O -0.878156 3.519619 0.122827 -0.2 -0.2 0.1
C 1.510516 2.623407 1.748532 0.0 0.1 0.0
C 0.459366 -3.907937 -0.856528 -0.1 0.0 0.0
H 2.265380 -0.308053 -2.235433 0.1 -0.1 -0.1
C -1.188713 1.430932 -1.021533 0.3 0.1 -0.1
H 4.636615 3.212750 -0.408355 0.1 0.0 0.0
H 0.307940 2.894082 -1.465542 -0.1 0.0 0.0
C 2.650143 1.874836 1.974409 -0.1 0.0 0.1
O 1.075867 -1.369418 3.835918 0.3 -0.3 0.3
H -6.304773 0.498699 -2.018720 -0.1 0.1 0.0
H 1.081574 -2.296346 3.536262 0.0 0.2 0.0
C 3.777435 2.087355 1.198851 0.1 0.0 0.0
C 0.103254 -0.711012 3.081914 -0.1 0.1 -0.4
O 2.839908 -2.965327 0.612637 0.0 -0.1 0.4
C -5.616812 -0.363085 -0.163289 -0.5 -0.5 -0.1
C 3.218610 -0.834041 -2.272596 -0.3 0.2 -0.5
H -0.909285 -1.026375 3.387421 0.0 0.1 0.0
H -0.126395 4.839549 1.415332 0.1 0.0 -0.1
H -6.058871 -2.396309 0.384772 -0.1 -0.1 0.0
C 0.208375 4.353439 0.494070 0.1 0.2 0.1
O -4.519837 0.579363 -0.047157 0.0 0.1 0.1
H 1.107662 -2.177228 -2.075366 -0.1 0.0 0.0
C 4.389401 0.146405 -2.242133 0.0 -0.1 0.0
H 0.911357 -4.607680 -0.168648 0.1 0.1 0.1
H 0.370690 5.124440 -0.272483 0.0 0.0 0.1
H 2.596481 4.519291 -0.825888 0.0 0.1 -0.1
H -5.258246 -0.913594 -2.219981 0.0 0.0 -0.1
C 2.524224 -2.411522 -0.446230 -0.1 0.0 -0.3
N 3.408359 -1.633628 -1.077531 0.2 0.0 0.2
C -0.112651 0.625990 -0.267170 -0.5 0.2 -0.1
H -6.396676 0.369514 1.712089 0.0 0.0 0.1
H -6.932094 -1.122470 -1.688128 -0.1 -0.1 0.0
H -1.179957 -2.568955 1.543427 0.1 0.1 -0.1
H 0.624816 2.469960 2.348066 -0.1 0.0 0.1
H -4.865025 -1.614613 1.429121 0.0 0.0 0.1
H -2.776643 2.144329 0.158504 -0.1 -0.1 0.0
H -6.985439 1.240772 0.295902 -0.1 0.1 0.0
C 1.479578 3.580293 0.742127 -0.1 0.1 -0.1
H -0.041362 -4.367205 -1.694756 0.0 0.1 -0.1
O -3.074640 -0.596688 -1.368578 0.0 -0.3 -0.2
H -4.406570 -2.152261 -0.194526 0.0 -0.1 0.0
C -6.056421 -0.483296 -1.621582 0.3 0.1 0.2
```
Positions in Å, forces in eV/Å.

Calculated values
gap between HOMO and LUMO: 9.673 eV
multiplicity: 1
structure (SMILES): CC(C)(C)OC(=O)N[C@@H](COCc1ccccc1)C(=O)N[C@@H](CO)[C@H](O)[C@@H]1C[C@@H]1C(=O)N1CCCC1
E_HOMO: -9.096 eV

Atomic partial charges in e from the Mulliken method, atoms 1 to 8: 0.39, 0.41, -1.77, 0.39, 0.45, -0.70, 0.42, 0.52

---

(2)
Entry from OMol25: 12 unconnected molecules or ions with the total composition C26H40BN11O5 (the ωB97M-V functional and the def2-TZVPD basis).

```
83
Properties=species:S:1:pos:R:3:forces:R:3
H 1.367605 0.422600 0.811446 0.0 -0.1 0.0
C -1.500352 0.686942 -5.678642 0.2 0.1 0.1
C 3.241526 2.567860 5.287594 0.2 0.0 0.2
H 3.513911 7.388667 4.956785 0.0 -0.1 0.0
H -3.253185 1.650087 -6.344573 0.0 0.0 0.0
H 9.925875 0.823003 -0.659051 0.0 -0.1 0.0
H -2.403011 -2.697020 -0.859688 0.2 -0.1 0.1
C 9.127443 0.341538 -1.220827 0.1 0.2 -0.1
H 3.524865 3.536925 5.703021 -0.1 -0.2 -0.1
H 0.356131 0.975130 2.147072 0.0 0.0 0.1
H -1.357754 -1.180630 -3.475518 0.0 -0.1 -0.2
H -1.809299 -7.412816 -3.879760 0.0 -0.1 0.0
H -4.387134 -5.099297 1.094616 0.1 0.0 -0.1
C -8.084707 2.966648 0.872921 0.0 0.0 0.0
C -2.274466 -1.114722 -2.902676 0.2 -0.3 0.9
C 1.195325 0.335657 1.885961 0.0 0.1 -0.4
H 3.971841 -0.235552 0.624887 0.0 0.1 0.0
N -2.436148 -9.964111 -2.124248 0.0 0.0 0.0
O 0.517124 -0.194065 -1.848547 -0.6 0.1 -0.9
C 8.814251 -0.958026 -0.646179 0.0 -0.1 0.0
H -5.984425 1.353583 -2.997028 0.0 0.0 0.0
C -4.164255 -4.618168 -0.936343 0.0 0.0 0.0
N 0.716325 -2.139936 2.533611 0.0 0.0 -0.1
H -2.941175 -0.372014 -3.331984 0.1 0.0 -0.2
C 4.059449 6.033138 6.464660 0.1 0.0 0.0
C 6.141832 -0.873655 2.705734 0.0 0.1 0.1
H -1.151079 -1.948395 0.171630 -0.1 0.1 0.2
H -4.966488 -3.491416 0.640291 0.0 0.0 -0.1
N 5.486055 0.068450 2.736380 0.0 0.0 0.0
N 4.633041 5.101993 6.813974 0.0 0.2 0.0
H -2.729947 2.084741 -4.722315 0.0 0.0 0.0
N 1.134682 2.802839 3.777909 0.0 0.1 0.1
H -1.245719 1.480750 0.024275 -0.4 0.4 -0.4
H -1.177965 -7.068938 -2.271961 0.0 -0.1 0.1
H 4.316068 -0.955982 -0.950892 -0.1 0.0 -0.1
O -5.057664 -0.317446 -0.055370 -0.1 0.1 0.4
H 4.081686 2.183006 4.709932 -0.1 0.0 -0.1
H 6.374349 -2.960604 2.642604 -0.1 0.1 0.0
O -0.764261 1.523669 -0.810458 0.5 -0.4 0.2
C -2.381283 1.843332 -5.722782 -0.2 0.1 -0.1
H -2.773080 -2.085520 -2.873820 -0.1 0.0 -0.2
C -5.653598 2.339474 -2.674203 -0.1 -0.1 0.2
H -4.869644 2.206677 -1.929139 0.0 0.0 -0.1
N -0.782288 -0.198956 -5.550316 0.0 0.0 -0.2
C 6.982884 -2.057757 2.663848 0.2 -0.2 -0.1
H 2.068473 0.723624 2.401643 0.0 -0.1 0.1
N -4.753295 3.717569 -4.693399 0.0 -0.1 0.1
C 4.300496 -0.021930 -0.390463 0.1 -0.3 0.1
N -8.889681 3.769288 0.715336 0.0 0.0 0.0
O -3.117431 -1.343662 0.498755 -0.2 -0.4 -0.2
H -7.216267 1.115217 0.367172 0.0 0.0 0.0
H 5.315760 0.365524 -0.332701 0.0 0.1 0.0
C -3.883892 -0.482351 -0.200406 0.3 0.4 -0.1
N 2.719938 1.741875 -1.461623 0.0 -0.1 -0.2
C -4.895494 -4.530269 0.318017 -0.1 0.0 0.2
H 9.450275 0.231965 -2.254622 0.0 -0.1 0.0
C 2.059704 2.697348 4.450183 0.0 0.0 0.0
C -2.067793 -1.775842 -0.386204 0.1 -0.1 -0.4
H 3.055251 1.882132 6.112691 -0.1 0.0 0.0
H 7.626561 -2.103689 3.541103 0.0 0.1 0.0
C -1.972214 -0.665875 -1.464105 -0.2 0.9 0.2
C -7.067906 1.941993 1.058834 0.2 -0.2 0.0
H -6.073117 2.347226 0.882672 0.0 0.1 0.0
C 0.931350 -1.048952 2.246756 0.0 0.0 0.1
O -3.119586 0.198598 -1.065722 -0.2 -0.5 -0.2
H -5.902012 -4.927658 0.199463 0.0 0.0 -0.1
H -7.095985 1.542820 2.071095 -0.1 0.1 0.0
H 3.647544 8.088923 6.573597 0.0 0.0 0.0
H 1.043758 0.518332 -2.242197 0.4 0.0 0.5
N 8.573771 -1.985056 -0.193563 0.0 0.1 -0.1
C -2.023201 -7.488947 -2.814771 0.1 0.2 -0.1
H -1.870676 2.719625 -6.117212 0.1 -0.1 0.0
H -2.894099 -6.872934 -2.602577 0.0 -0.1 0.0
H -6.495063 2.849939 -2.207168 0.0 0.1 -0.1
H 7.607350 -2.040077 1.767946 -0.1 0.0 0.1
H 2.261110 7.074062 6.161293 0.0 -0.1 0.0
B -0.673076 0.272111 -1.382090 0.0 0.0 0.4
C 3.331369 7.209764 6.014957 -0.1 0.2 -0.1
N -3.577630 -4.662781 -1.922385 -0.1 0.0 0.0
C 3.416067 0.945278 -1.016464 0.1 0.2 0.1
H 8.253163 0.990045 -1.199934 0.0 0.0 0.0
C -2.250601 -8.873571 -2.429649 0.0 0.0 0.0
C -5.156264 3.108655 -3.807090 0.0 0.1 0.0
```
Positions in Å, forces in eV/Å.

Calculated values
gap between HOMO and LUMO: 10.734 eV
multiplicity: 1
structure (SMILES): C[C@]1(B(O)O)COC(=O)O1.CC#N.CC#N.CC#N.CC#N.CC#N.CC#N.CC#N.CC#N.CC#N.CC#N.CC#N
E_HOMO: -10.591 eV

Atomic partial charges in e from the Mulliken method, atoms 1 to 8: -0.43, 0.44, -0.28, 0.27, 0.33, 0.28, -0.37, -0.77

---

(3)
Entry from OMol25: a molecular structure, C26H40Cl3N4O3RuSi (the ωB97M-V functional and the def2-TZVPD basis).

```
78
Properties=species:S:1:pos:R:3:forces:R:3
H 3.628612 0.160086 -3.884945 0.0 0.1 0.2
C -6.649056 -0.029159 1.151721 -0.4 0.2 0.3
C 3.216403 -1.733031 -1.254493 -0.3 1.0 0.1
H -3.312760 -2.631110 -2.728280 -0.1 0.3 -0.3
H -4.997789 1.840629 -4.173172 0.0 -0.5 0.1
H -5.895885 0.043284 -0.886562 0.1 -0.2 0.1
H -0.831601 2.833847 4.010932 0.1 -0.1 -0.2
H 4.347391 0.451009 -2.270692 -0.3 -0.1 -0.1
H 1.339033 0.868617 -0.693252 -0.3 0.1 0.3
C 6.031947 -1.032113 3.270425 0.0 0.1 0.2
C -5.589979 -0.206389 0.123590 0.8 -0.4 -0.3
O 1.813159 0.972935 1.914197 0.6 1.5 2.1
H 3.911377 0.978940 0.842252 0.0 -0.2 0.2
H -1.318574 -0.290374 -3.587970 0.1 0.1 0.0
H -0.822415 1.250661 3.160172 0.1 0.5 0.0
H 6.243685 1.612620 1.140743 0.1 -0.3 0.2
H -2.687664 2.663094 -1.134826 0.2 0.0 -0.2
C 5.864590 0.761091 1.705454 -0.6 0.1 -0.2
H -0.241843 2.721313 2.320155 0.1 -0.1 0.3
H -0.333650 -1.313828 -2.523585 -0.1 0.4 -0.1
C -1.952309 2.327527 -1.880174 0.1 0.1 -0.2
C -4.358121 0.592166 -2.525439 0.2 0.0 -0.6
H 2.578459 0.640664 -2.514886 0.3 -0.2 -0.1
H -3.933509 -2.248933 -5.135890 -0.1 0.4 0.2
C 1.341339 2.337971 5.203895 0.3 -0.2 0.2
N 7.498994 -2.318930 5.014467 -1.6 1.2 -1.8
Si -1.075363 0.742265 -1.326517 -0.9 -0.2 -0.6
C -0.297614 2.209480 3.290531 -0.3 -0.3 -0.1
H 0.642266 3.111132 5.528724 0.2 -0.1 -0.1
C -3.690420 -1.666791 -3.078700 -0.1 0.5 0.1
C -3.935021 -1.049270 1.759365 0.1 -0.1 0.3
O 3.228011 -0.878166 -0.323952 0.8 -0.8 -1.8
H 1.266406 1.475837 5.883420 -0.1 0.3 -0.2
H -4.528627 1.366797 -1.776172 0.3 -0.2 -0.3
H -2.848653 -1.198688 1.822489 -0.4 0.0 0.0
Ru 1.836771 -1.171715 1.375623 -1.5 0.9 0.2
C 6.824622 -1.766870 4.231467 1.2 -1.2 1.6
H 3.103684 -3.270089 -3.334223 -0.1 0.2 -0.1
H -1.176419 3.103230 -1.974650 -0.3 -0.1 0.0
C 0.428246 1.462469 -0.516069 0.3 0.1 0.3
O -2.122286 -0.151654 -0.371420 0.2 0.8 -0.2
H -2.454581 2.226331 -2.849906 0.1 0.1 0.3
C 3.471330 0.064639 -2.808162 -0.1 0.3 -0.1
N 1.037160 1.956015 3.830010 0.7 -0.1 -0.3
C -4.352415 -0.671363 0.369394 -0.6 0.5 -0.5
H 2.965518 1.281840 3.606889 -0.2 -0.1 -0.1
C 1.987682 1.368715 3.104221 -1.0 0.0 -1.2
C -0.546136 -0.276894 -2.812299 -0.1 -0.1 -0.4
C -3.303750 -0.879247 -0.727776 -0.1 -0.2 0.5
H -6.996905 -0.990660 1.553545 0.1 0.2 0.0
C 2.955992 -2.227602 -3.635122 0.0 -0.1 -0.1
H 4.178866 -2.144071 3.560214 0.2 0.2 -0.2
H -4.458327 -1.973257 2.073899 0.3 0.3 -0.1
H 7.686672 0.263671 2.757220 -0.4 -0.1 -0.1
C 4.524253 0.409051 1.533261 0.6 -0.1 0.1
C -4.659052 0.842610 -3.874286 0.0 -0.2 0.5
Cl 2.498971 -3.220660 1.853815 0.9 -2.6 1.0
N 3.947441 -0.630221 2.162613 1.6 0.6 0.7
C 4.680670 -1.323702 3.047080 0.1 0.2 -0.3
H 0.293634 1.593179 0.562251 0.1 -0.1 -0.4
H -7.511870 0.475474 0.704381 0.1 -0.1 0.2
H -2.996596 -1.932518 -0.653291 -0.1 0.0 -0.2
H 2.370238 2.718899 5.249373 -0.3 0.0 0.1
H -4.212566 -0.259350 2.480120 0.1 -0.3 -0.2
H -6.308581 0.585554 1.993805 0.0 -0.2 0.0
H 0.363047 0.141604 -3.261594 0.0 0.0 0.0
C -4.042803 -1.438618 -4.407625 0.0 -0.1 -0.1
H 3.121032 -2.805120 -1.051249 0.0 0.2 -0.1
H 3.599149 -1.985172 -4.488302 -0.1 -0.2 0.2
Cl 0.538964 -2.061799 -0.353881 -0.5 -0.7 -1.5
H -4.728815 0.021447 -5.864126 0.1 -0.2 0.3
N 3.303469 -1.349774 -2.527506 0.0 -0.2 0.5
Cl -0.327136 -0.941924 2.293948 -0.5 -0.1 1.1
H 1.908020 -2.083632 -3.947004 0.3 0.0 0.2
C 6.634396 0.025716 2.583711 0.2 0.0 0.1
C -3.804708 -0.634527 -2.139094 -0.1 0.0 0.0
C -4.501132 -0.177473 -4.813182 0.1 0.0 0.0
H 0.593434 2.462285 -0.959095 -0.1 -0.4 0.2
```
Positions in Å, forces in eV/Å.

Calculated values
gap between HOMO and LUMO (spin up / spin down): 7.070 / 7.645 eV
multiplicity: 6
E_HOMO (spin up / spin down): -7.494 / -8.409 eV
expectation value of S²: 8.760

Atomic partial charges in e from the Mulliken method, atoms 1 to 8: 0.41, -1.49, -0.16, 0.36, 0.39, 0.44, 0.35, 0.31